# 1
This record from the OMol25 dataset describes a cluster of 14 separate species, C49H133N21O21 in total at a distorted geometry. The level of theory is ωB97M-V/def2-TZVPD.

Element x y z (Å)
C: 22.49829 17.19544 24.39276
O: 22.15561 16.13570 23.87612
N: 22.37688 17.35118 25.77392
N: 23.05862 18.14161 23.60964
H: 22.12571 16.52638 26.27514
H: 22.81219 18.10847 26.25805
H: 23.21676 19.06810 23.93165
H: 23.08910 17.91787 22.60354
C: 21.40547 13.25924 22.23627
O: 21.04284 12.16659 21.88321
N: 22.62009 13.90707 21.78258
N: 20.53731 13.94138 23.19736
H: 22.93068 13.43146 20.95863
H: 22.64036 14.89476 21.97400
H: 19.90340 13.36958 23.71330
H: 20.84610 14.76744 23.65620
C: 28.73348 18.09544 20.38062
O: 29.67605 17.64101 19.77068
N: 27.97468 17.19347 21.16706
N: 28.26692 19.47475 20.27232
H: 28.55021 16.41219 21.41322
H: 27.55625 17.65128 21.95010
H: 28.99782 20.05782 19.91384
H: 27.66133 19.81525 20.97794
C: 21.06797 13.97298 17.77460
O: 22.29241 13.84616 17.60964
N: 20.50521 15.14606 17.25278
N: 20.28016 13.04967 18.39613
H: 21.01140 15.52453 16.46584
H: 19.50122 15.26862 17.27797
H: 20.83344 12.40973 18.93984
H: 19.32581 13.31060 18.60772
C: 25.69066 20.98975 18.00004
O: 25.43439 21.32208 19.16863
N: 26.26504 19.74532 17.76958
N: 25.30932 21.70628 16.88702
H: 26.65414 19.29593 18.57146
H: 26.38280 19.46950 16.82316
H: 24.93452 22.60700 17.10616
H: 25.76172 21.61437 16.00109
C: 19.82339 21.42852 20.36053
O: 20.17424 22.58281 20.32010
N: 19.35180 20.79232 21.58420
N: 19.97468 20.57907 19.16535
H: 19.76671 19.86219 21.59881
H: 19.64435 21.36430 22.35682
H: 19.43862 19.73509 19.25906
H: 20.23303 21.11323 18.36411
C: 16.52231 14.06995 17.63497
O: 17.36302 14.49934 18.40800
N: 15.73926 12.93563 18.01355
N: 16.35270 14.58560 16.33602
H: 14.91152 12.69126 17.50494
H: 15.79108 12.58721 18.95476
H: 15.72883 14.08263 15.73389
H: 17.20930 14.96551 15.98594
C: 26.11780 9.78387 21.05200
O: 26.55558 10.96822 21.67151
C: 25.69587 11.32109 22.75163
C: 25.83932 12.81551 22.98601
N: 27.13980 13.13528 23.60461
C: 27.51637 14.53053 23.39007
C: 26.76097 15.56944 24.21842
O: 27.38596 16.81752 23.93054
C: 26.73009 17.93530 24.46445
H: 25.10864 9.90357 20.64443
H: 26.18616 8.90492 21.69796
H: 26.89485 9.53522 20.31911
H: 26.04861 10.87163 23.68212
H: 24.64991 11.33629 22.45830
H: 25.02033 13.17006 23.60614
H: 25.72824 13.47712 22.11595
H: 27.78434 12.56746 23.06056
H: 27.34096 14.88175 22.36196
H: 28.58235 14.64769 23.57504
H: 26.83600 15.45511 25.30916
H: 25.74318 15.66353 23.84195
H: 25.77029 18.09170 23.96382
H: 27.42633 18.74346 24.27738
H: 26.58746 17.83207 25.54026
C: 10.71465 17.69716 27.03112
O: 11.59194 16.65309 27.43561
C: 12.83294 16.64254 26.76793
C: 12.82907 16.16343 25.32714
N: 12.60033 17.23717 24.35634
C: 12.94248 16.91679 22.94314
C: 14.38000 16.65247 22.75731
O: 14.61055 15.29183 22.89579
C: 15.93385 14.86090 23.13245
H: 11.29518 18.61143 26.86856
H: 9.94414 17.70928 27.79131
H: 10.29460 17.47935 26.03582
H: 13.48316 16.09858 27.44962
H: 13.34161 17.60900 26.75260
H: 12.16786 15.32320 25.13964
H: 13.82935 15.74355 25.17424
H: 11.65380 17.58682 24.45009
H: 12.66861 17.79560 22.35092
H: 12.25168 16.16302 22.57532
H: 14.97002 17.20609 23.49361
H: 14.73381 16.89775 21.74671
H: 16.51666 14.93813 22.19890
H: 15.99676 13.81965 23.45291
H: 16.43305 15.50250 23.86916
C: 18.60224 16.12354 13.54848
O: 18.20030 16.12807 14.88191
C: 18.64708 17.19174 15.70072
C: 18.29603 18.59525 15.23826
N: 16.94786 18.75337 14.70630
C: 16.83264 19.92411 13.90198
C: 15.62400 19.96509 13.00625
O: 15.88458 19.41170 11.73990
C: 14.84407 19.57545 10.81075
H: 19.66105 16.36010 13.45114
H: 17.95987 16.78466 12.96404
H: 18.51653 15.14260 13.08898
H: 19.73879 17.10957 15.73076
H: 18.24537 17.08258 16.71529
H: 19.02466 18.92271 14.49752
H: 18.39878 19.23611 16.11832
H: 16.65977 17.94971 14.15965
H: 17.66730 20.06851 13.20950
H: 16.70505 20.75939 14.59182
H: 15.30706 20.98477 12.76555
H: 14.71254 19.52818 13.39494
H: 14.98457 18.99615 9.89892
H: 14.74413 20.60966 10.46334
H: 13.90126 19.18664 11.20999
C: 16.76256 21.86681 17.66848
O: 16.72614 22.73930 18.75814
C: 16.50188 22.09306 20.00315
C: 16.78767 23.07694 21.11714
N: 15.81608 24.17334 21.18066
C: 16.03256 25.31048 22.14342
C: 15.62580 24.93158 23.53468
O: 15.28059 26.10459 24.22963
C: 14.71170 25.86155 25.48518
H: 17.72315 21.34770 17.68870
H: 16.67558 22.46014 16.74569
H: 15.97101 21.11587 17.65008
H: 17.19642 21.25890 20.11049
H: 15.48469 21.70000 19.95182
H: 17.79567 23.46017 21.00773
H: 16.73239 22.41789 21.98492
H: 15.85495 24.46495 20.20667
H: 15.28708 26.04629 21.84406
H: 17.01766 25.76595 21.99964
H: 16.29292 24.42304 24.24049
H: 14.69078 24.35959 23.52876
H: 15.34308 25.21890 26.11282
H: 13.78760 25.27468 25.37057
H: 14.54791 26.73411 26.10895
C: 20.99330 13.34962 11.21236
O: 21.44581 14.57996 11.74190
C: 21.94294 14.46099 13.07259
C: 22.32745 15.89640 13.40023
N: 22.39332 16.27768 14.81879
C: 22.86869 17.67333 15.00192
C: 23.78528 17.93892 16.17056
O: 24.93271 17.18251 16.14460
C: 25.84994 17.39384 15.11358
H: 20.33298 13.64246 10.39793
H: 20.43225 12.75451 11.94659
H: 21.84666 12.71943 10.95847
H: 22.85497 13.86980 12.99220
H: 21.09289 14.14097 13.66300
H: 21.64649 16.55087 12.85743
H: 23.20538 16.20308 12.83782
H: 22.93351 15.52990 15.25409
H: 21.98921 18.31604 15.16266
H: 23.23423 17.98143 14.02304
H: 23.18830 17.69768 17.05186
H: 23.95003 19.02871 16.17814
H: 26.47744 18.24867 15.34612
H: 25.32135 17.58160 14.17092
H: 26.39733 16.46249 15.04989
C: 17.07369 19.31581 23.79695
O: 17.63331 18.09185 24.22319
C: 18.05331 18.06496 25.56142
C: 16.91002 18.18244 26.58682
N: 16.54086 19.57539 26.89901
C: 15.79024 19.67371 28.13847
C: 15.50626 21.07047 28.58133
O: 14.40634 21.62539 27.84150
C: 14.08622 22.91825 28.28218
H: 17.22078 19.33708 22.72433
H: 17.60314 20.17198 24.23878
H: 16.02813 19.37169 24.15914
H: 18.77061 18.86585 25.72671
H: 18.64148 17.14437 25.64487
H: 17.39477 17.83757 27.50014
H: 16.00288 17.63175 26.33490
H: 16.06462 20.08499 26.15682
H: 16.43181 19.17800 28.85972
H: 14.87047 19.07102 28.13577
H: 16.36067 21.71767 28.42318
H: 15.17965 21.11709 29.62407
H: 13.28986 23.30654 27.64720
H: 14.90672 23.64324 28.23689
H: 13.82943 22.97676 29.34110
C: 17.09411 18.27317 18.99827
O: 18.21898 18.19846 19.85355
C: 18.33420 16.93562 20.51696
C: 19.24564 17.04507 21.68785
N: 20.46349 17.80242 21.34943
C: 21.22879 17.10830 20.32664
C: 22.48237 17.89817 20.03276
O: 23.44451 17.65903 21.02024
C: 24.74228 18.32562 20.86817
H: 16.15295 18.24795 19.55695
H: 16.93070 17.39799 18.36327
H: 17.20140 19.20558 18.43697
H: 18.68821 16.22028 19.77955
H: 17.36202 16.57029 20.83702
H: 19.46347 16.05180 22.07950
H: 18.81205 17.54670 22.54295
H: 21.09172 17.78668 22.14659
H: 20.68205 17.06690 19.37458
H: 21.43920 16.07511 20.60729
H: 22.25814 18.95702 19.88905
H: 22.88417 17.48879 19.09683
H: 25.24860 17.98277 19.97032
H: 25.36144 18.06928 21.72036
H: 24.62350 19.40593 20.83877

---

# 2
This record from the OMol25 dataset describes a cluster of 13 separate species, C49H136N14O13 in total at a distorted geometry. The level of theory is ωB97M-V/def2-TZVPD.

Element x y z (Å)
C: 16.44390 17.83929 10.42888
C: 15.81844 19.21325 10.01695
C: 14.35153 19.22023 10.18662
O: 13.71203 18.33993 9.27626
C: 12.35216 18.54720 9.10066
N: 16.38256 20.35119 10.84728
H: 15.73571 17.10814 10.02806
H: 16.47080 17.75121 11.52104
H: 17.45778 17.65426 10.05226
H: 16.04738 19.31486 8.94406
H: 13.93710 20.23350 10.00008
H: 14.09438 18.93232 11.23702
H: 12.19260 18.06421 8.11980
H: 12.08998 19.59510 9.00115
H: 11.75692 18.12843 9.92324
H: 17.35783 20.49975 10.52270
H: 16.35699 20.02273 11.82195
C: 19.22611 8.38245 11.41800
C: 20.75031 8.26224 11.15821
C: 21.20812 9.58680 10.75130
O: 22.59564 9.56460 10.61166
C: 23.06852 10.76514 10.18733
N: 21.38488 7.89810 12.38239
H: 18.76411 8.95009 10.59987
H: 19.05604 8.82277 12.37416
H: 18.84702 7.36390 11.30854
H: 20.86169 7.52595 10.35931
H: 20.92303 10.24322 11.60323
H: 20.81184 9.91882 9.76913
H: 22.69959 11.00122 9.20068
H: 24.15816 10.79162 10.24491
H: 22.64792 11.58847 10.68854
H: 20.99753 6.98606 12.58340
H: 22.41264 7.78068 12.37178
C: 17.54630 14.53708 11.57832
C: 18.26983 13.87034 12.75620
C: 17.45930 13.85812 14.07095
O: 16.19121 13.41212 13.64442
C: 15.38456 12.97865 14.70467
N: 18.61481 12.45240 12.44909
H: 16.56764 14.02908 11.45465
H: 18.14137 14.31896 10.70515
H: 17.40678 15.59092 11.70838
H: 19.23011 14.40645 12.93098
H: 17.42603 14.87653 14.43296
H: 17.93867 13.19522 14.71095
H: 14.46288 12.58836 14.25266
H: 15.18406 13.83909 15.37353
H: 15.92840 12.18269 15.27907
H: 17.76464 11.88648 12.46358
H: 18.93269 12.40075 11.46411
C: 20.40117 16.92092 9.88718
C: 20.72735 15.47558 10.08830
C: 20.35034 14.68478 8.82879
O: 20.72406 13.34876 9.00732
C: 20.41318 12.66086 7.86484
N: 22.10426 15.33493 10.54248
H: 19.38055 17.11638 9.56128
H: 21.05753 17.24748 9.06292
H: 20.62413 17.41874 10.82414
H: 20.12325 15.07981 10.89673
H: 20.78263 15.21949 7.96859
H: 19.24487 14.65808 8.76183
H: 20.92428 11.67504 7.89623
H: 20.89777 13.20133 7.02940
H: 19.33952 12.56082 7.72215
H: 22.33412 14.37408 10.58621
H: 22.77665 15.61827 9.85490
C: 18.66098 11.99436 18.01813
C: 19.11831 12.21445 19.46395
C: 20.10924 13.37740 19.37038
O: 21.21584 13.03395 18.56153
C: 22.07260 14.13589 18.46312
N: 17.87287 12.39706 20.22060
H: 19.52301 11.77462 17.35151
H: 18.22254 12.97769 17.65959
H: 17.97200 11.12182 17.86481
H: 19.66410 11.31611 19.78106
H: 20.47406 13.63276 20.37315
H: 19.61784 14.30021 18.95030
H: 21.62447 14.90259 17.86643
H: 22.99483 13.80027 17.96531
H: 22.29792 14.53651 19.47560
H: 18.13879 12.56288 21.21080
H: 17.51609 13.27893 19.86983
C: 23.84533 11.72653 15.23716
C: 22.94826 12.84227 14.69798
C: 23.77986 14.08603 14.39256
O: 24.22634 14.70730 15.58334
C: 25.02898 15.84062 15.32882
N: 22.45116 12.45487 13.33919
H: 24.29636 12.17041 16.10120
H: 24.61470 11.52307 14.46256
H: 23.36786 10.78408 15.51472
H: 22.14872 12.98592 15.40184
H: 23.26684 14.84914 13.81730
H: 24.66142 13.70479 13.81572
H: 25.06540 16.40327 16.21316
H: 24.60785 16.33794 14.48762
H: 26.05566 15.52727 15.02700
H: 22.15304 11.48530 13.25399
H: 21.58615 12.94801 13.11847
C: 13.07126 13.32453 19.41471
C: 14.21979 13.74953 18.56837
C: 15.03806 14.85635 19.22670
O: 16.23386 14.87766 18.42754
C: 16.87756 16.08087 18.16309
N: 15.03841 12.54857 18.34588
H: 12.34557 12.61470 19.02921
H: 12.53349 14.24838 19.74623
H: 13.48784 12.93117 20.35012
H: 13.94028 14.12000 17.57332
H: 15.28948 14.65852 20.27859
H: 14.57199 15.80582 19.11678
H: 17.65063 15.78740 17.45767
H: 17.37242 16.51183 19.04667
H: 16.36567 16.88687 17.66183
H: 15.00346 11.94828 19.14340
H: 16.00065 12.79186 18.11314
C: 12.26216 10.01736 16.25486
C: 11.76129 10.85302 15.07747
C: 11.81496 12.30740 15.50334
O: 10.92107 12.45465 16.62830
C: 10.57809 13.74394 16.96869
N: 12.49415 10.60502 13.86211
H: 11.83395 10.43299 17.16617
H: 13.33214 10.21338 16.20948
H: 12.12234 8.96204 16.11981
H: 10.71503 10.53507 14.96470
H: 11.43725 12.94924 14.66354
H: 12.84624 12.54272 15.83950
H: 9.95597 13.67625 17.86476
H: 10.00783 14.28578 16.17926
H: 11.49118 14.33324 17.17378
H: 13.44912 10.36739 14.07405
H: 12.49339 11.38487 13.21016
C: 20.69678 16.00751 14.07774
C: 20.94568 17.24543 14.95374
C: 19.73078 17.67818 15.78140
O: 18.71438 17.89370 14.82654
C: 17.68348 18.67514 15.41941
N: 22.13681 17.13819 15.80838
H: 19.91813 16.35309 13.36982
H: 20.28869 15.20910 14.70684
H: 21.61817 15.80913 13.50784
H: 21.10335 18.12123 14.28519
H: 19.97228 18.57867 16.35032
H: 19.44296 16.85090 16.47811
H: 16.75129 18.12829 15.59735
H: 17.48022 19.45888 14.69585
H: 17.98873 19.24111 16.37511
H: 22.15562 17.85895 16.53531
H: 22.23994 16.21081 16.16770
C: 20.71476 9.63662 15.44215
C: 19.29278 9.00204 15.50980
C: 18.31226 10.01637 14.97534
O: 16.97474 9.48318 14.65729
C: 16.27910 9.11781 15.82863
N: 19.24908 7.70779 14.86459
H: 20.74115 10.71525 15.67484
H: 21.14992 9.53305 14.37444
H: 21.26841 9.10471 16.21762
H: 19.09693 8.96604 16.56962
H: 18.60525 10.32123 14.00617
H: 18.17130 10.86411 15.68101
H: 16.90887 8.43808 16.44559
H: 15.33109 8.58266 15.67187
H: 16.09800 10.03218 16.33488
H: 18.27813 7.32042 14.76799
H: 19.60880 7.69904 13.91439
C: 13.37860 16.75396 16.34710
C: 12.94230 17.56464 15.11777
C: 12.47383 16.60534 14.04372
O: 13.37012 15.63482 13.63838
C: 14.44106 16.14878 12.89477
N: 11.97357 18.45454 15.62910
H: 13.51853 17.44470 17.18134
H: 14.33765 16.26995 16.24153
H: 12.56059 16.06312 16.54300
H: 13.77392 18.22998 14.72014
H: 12.23975 17.17997 13.10706
H: 11.51941 16.12149 14.40435
H: 14.98651 16.97762 13.33257
H: 14.06937 16.50175 11.92354
H: 15.05310 15.30540 12.70194
H: 11.29504 17.94826 16.16857
H: 11.43634 18.93074 14.88616
C: 10.71592 14.68454 11.32320
C: 11.73302 13.61842 10.83526
C: 12.62986 14.35413 9.84743
O: 13.56588 13.40886 9.28780
C: 14.67606 14.02602 8.65832
N: 12.50398 13.16108 12.02189
H: 9.98987 14.22164 12.02076
H: 10.19282 15.12090 10.45915
H: 11.24942 15.48296 11.85930
H: 11.22735 12.78417 10.34377
H: 13.19479 15.22928 10.37233
H: 12.02563 14.75177 8.96998
H: 14.31135 14.73827 7.90851
H: 15.15508 13.28495 8.02894
H: 15.25653 14.64159 9.32861
H: 13.41266 12.74325 11.74293
H: 12.69054 13.87403 12.70850
C: 15.36242 10.22114 11.43585
O: 16.51870 10.62247 11.38353
N: 14.39493 10.76309 10.72743
N: 15.06056 9.10607 12.19206
H: 13.43733 10.51650 10.92074
H: 14.66854 11.43833 10.03819
H: 15.81606 8.99448 12.86443
H: 14.12280 9.04988 12.57685

* energy relative to the best compared isomer or geometry (same formula, charge and spin): 0.000 eV

---

Number 1: LUMO energy 0.292 eV. Number 2: LUMO energy 0.440 eV.